Record 1
14
Properties=species:S:1:pos:R:3:nbo_charge:R:1 method="wB97M-V/def2-TZVPD" homo_ha=-0.3706 lumo_ev=0.656 smiles="C[C@@H](C=O)C(N)=O" gap_ev=10.740 e_above_lowest_ev=0.554 charge=0
C -0.990 -1.089 0.652 -0.614
C -0.391 -0.012 -0.250 -0.423
C -1.120 1.320 -0.101 0.461
O -2.133 1.474 0.532 -0.501
C 1.064 0.188 0.170 0.680
O 1.337 0.481 1.320 -0.608
N 2.007 -0.016 -0.786 -0.818
H -0.485 -1.035 1.618 0.241
H -2.049 -0.902 0.825 0.237
H -0.873 -2.089 0.226 0.211
H -0.454 -0.276 -1.318 0.218
H -0.669 2.172 -0.650 0.111
H 1.783 -0.257 -1.738 0.398
H 2.972 0.040 -0.500 0.408

Record 2
65
Properties=species:S:1:pos:R:3:nbo_charge:R:1 method="wB97M-V/def2-TZVPD" homo_ha=-0.4177 lumo_ev=-3.551 gap_ev=7.815 e_above_lowest_ev=0.340 charge=+1
Y -1.169 1.315 1.323 2.164
C -2.173 2.919 3.476 -0.282
C -2.441 1.649 3.848 -0.278
C -3.470 1.001 3.121 -0.232
C -4.169 1.654 2.156 -0.238
C -3.927 2.982 1.850 -0.159
C -2.846 3.641 2.505 -0.187
H -1.471 3.492 4.084 0.251
H -2.048 1.149 4.684 0.257
H -3.864 -0.002 3.374 0.261
H -4.997 1.097 1.734 0.256
H -4.543 3.468 1.091 0.259
H -2.601 4.668 2.330 0.258
C 2.471 1.175 3.066 -0.655
C 2.132 2.067 1.790 0.452
N 0.952 2.257 1.230 -0.670
C 1.139 3.060 0.099 0.002
C 2.452 3.338 -0.004 0.040
N 3.049 2.806 1.120 -0.461
C 3.185 4.231 -0.977 0.757
O 2.538 4.463 -2.109 -0.659
O 4.273 4.741 -0.758 -0.555
C -0.131 3.446 -0.607 0.805
O -0.036 4.158 -1.592 -0.618
O -1.163 2.913 -0.149 -0.841
H 1.656 1.057 3.758 0.233
H 3.326 1.461 3.644 0.254
H 2.627 0.181 2.615 0.252
H 3.979 2.850 1.342 0.440
H 1.536 4.298 -1.943 0.507
N -1.264 -0.613 0.454 -1.662
P -0.387 -1.438 -0.505 1.800
C 0.658 -0.561 -1.741 -0.402
C 0.202 0.657 -2.207 -0.205
C 0.910 1.384 -3.151 -0.218
C 2.121 0.827 -3.590 -0.132
C 2.522 -0.413 -3.186 -0.232
C 1.763 -1.113 -2.288 -0.192
C -1.489 -2.497 -1.445 -0.354
C -2.846 -2.342 -1.231 -0.196
C -3.773 -3.102 -1.974 -0.210
C -3.343 -3.991 -2.951 -0.194
C -1.979 -4.192 -3.120 -0.191
C -1.071 -3.441 -2.377 -0.218
C 0.763 -2.564 0.355 -0.424
C 0.271 -3.856 0.649 -0.166
C 1.124 -4.783 1.241 -0.209
C 2.504 -4.507 1.391 -0.175
C 2.960 -3.211 1.095 -0.246
C 2.091 -2.331 0.543 -0.140
H -0.641 1.105 -1.757 0.213
H 0.470 2.381 -3.424 0.246
H 2.765 1.367 -4.300 0.221
H 3.404 -0.912 -3.588 0.227
H 2.057 -2.160 -2.185 0.226
H -3.128 -1.732 -0.361 0.235
H -4.852 -3.068 -1.766 0.220
H -4.075 -4.586 -3.476 0.225
H -1.586 -4.942 -3.839 0.225
H -0.039 -3.483 -2.738 0.218
H -0.709 -4.131 0.398 0.225
H 0.769 -5.729 1.650 0.224
H 3.096 -5.270 1.899 0.226
H 3.975 -2.941 1.221 0.219
H 2.490 -1.344 0.204 0.201

Record 3
14
Properties=species:S:1:pos:R:3:mulliken_spin:R:1 method="wB97M-V/def2-TZVPD" homo_ha="-0.3150 / -0.3426" lumo_ev="-0.787 / -2.080" gap_ev="7.784 / 7.244" spin_multiplicity=3 e_above_lowest_ev=0.291 charge=0
C -0.431 1.036 -0.965 -0.100
C -1.694 0.591 -0.756 0.249
C -0.972 -0.761 1.209 0.307
C 0.453 0.568 0.001 1.003
C -2.073 -0.386 0.361 0.012
C 0.333 -0.445 0.899 -0.114
C 2.810 0.235 -1.060 0.210
O -3.170 -0.922 0.526 0.328
Cl 1.668 -1.050 1.863 0.015
Cl 3.510 -1.268 -0.901 0.038
H 0.030 1.757 -1.532 0.015
H -2.679 0.921 -1.144 0.011
H -1.183 -1.375 2.087 0.017
H 3.399 1.100 -0.587 0.008

Record 4
26
Properties=species:S:1:pos:R:3:nbo_charge:R:1 method="wB97M-V/def2-TZVPD" homo_ha=-0.4808 lumo_ev=-5.332 gap_ev=7.751 e_above_lowest_ev=2.010 charge=+1
C -1.332 -1.928 -0.956 -0.604
C -0.439 -0.724 -0.710 -0.366
C 1.471 1.449 0.776 -0.403
C 0.591 2.052 -0.378 -0.406
C 1.764 -0.063 0.422 -0.420
C -0.951 1.776 -0.376 -0.554
C 0.558 -0.965 0.578 0.021
C -1.297 0.370 -0.256 0.209
N 0.905 -2.345 0.623 -0.784
S -2.712 0.132 0.634 0.318
H -1.977 -1.629 -1.670 0.224
H -1.756 -2.399 0.006 0.236
H 0.241 -0.289 -1.442 0.268
H 2.424 1.980 0.733 0.237
H 1.153 1.508 1.755 0.214
H 0.819 3.162 -0.352 0.249
H 1.025 1.779 -1.380 0.214
H 2.175 -0.296 -0.533 0.205
H 2.504 -0.319 1.146 0.241
H -1.304 2.367 0.511 0.245
H -1.337 2.212 -1.325 0.296
H 0.080 -0.781 1.542 0.207
H -0.777 -2.721 -1.292 0.233
H 0.342 -2.923 1.219 0.388
H 1.052 -2.692 -0.275 0.364
H -3.224 1.287 1.002 0.167

Record 5
61
Properties=species:S:1:pos:R:3:nbo_charge:R:1 method="wB97M-V/def2-TZVPD" homo_ha=-0.3402 lumo_ev=0.550 smiles="CCCCC[C@H](O)/C=C/[C@@H]1[C@@H](CCCCCCC(=O)O)[C@@H](O)C[C@H]1O" gap_ev=9.809 e_above_lowest_ev=0.000 charge=0
C -7.452 -0.213 -0.149 -0.600
C -5.997 -0.003 0.252 -0.387
C -5.063 -0.969 -0.472 -0.387
C -3.605 -0.762 -0.072 -0.401
C -2.670 -1.729 -0.796 -0.408
H -2.995 -2.758 -0.614 0.197
H -2.713 -1.554 -1.872 0.210
C -1.214 -1.576 -0.331 0.063
C -0.700 -0.195 -0.610 -0.210
C -0.216 0.645 0.290 -0.173
C 0.357 1.983 -0.039 -0.287
C 1.902 1.943 0.046 -0.236
C 2.579 1.616 -1.286 -0.395
C 3.832 0.755 -1.123 -0.390
C 3.479 -0.694 -0.794 -0.397
H 2.825 -0.708 0.078 0.196
C 4.710 -1.549 -0.512 -0.391
C 4.365 -3.009 -0.220 -0.386
H 5.294 -3.573 -0.110 0.206
C 3.528 -3.185 1.051 -0.517
C 2.061 -2.913 0.809 0.810
O 1.420 -3.387 -0.098 -0.639
O 1.528 -2.114 1.726 -0.711
H 0.567 -1.950 1.530 0.517
H 3.882 -2.535 1.852 0.221
H 3.599 -4.222 1.387 0.238
H 3.809 -3.433 -1.059 0.218
H 5.376 -1.514 -1.377 0.201
H 5.253 -1.130 0.339 0.191
H 2.921 -1.128 -1.627 0.200
H 4.460 1.172 -0.333 0.192
H 4.409 0.781 -2.050 0.201
H 2.838 2.558 -1.774 0.231
H 1.879 1.081 -1.931 0.194
H 2.178 1.196 0.795 0.208
C 2.283 3.325 0.624 0.110
O 2.289 4.344 -0.340 -0.727
H 1.365 4.564 -0.526 0.482
C 1.185 3.546 1.667 -0.459
H 1.357 2.923 2.543 0.218
H 1.112 4.589 1.970 0.233
C -0.089 3.103 0.938 0.112
O -0.591 4.228 0.235 -0.739
H -1.407 3.984 -0.212 0.475
H -0.851 2.740 1.641 0.170
H 3.287 3.316 1.057 0.181
H 0.061 2.270 -1.053 0.211
H -0.177 0.359 1.332 0.206
H -0.740 0.076 -1.656 0.202
O -1.092 -1.871 1.058 -0.738
H -1.453 -2.754 1.197 0.488
H -0.589 -2.288 -0.896 0.210
H -3.498 -0.901 1.006 0.205
H -3.304 0.262 -0.301 0.201
H -5.166 -0.830 -1.551 0.192
H -5.361 -1.996 -0.243 0.191
H -5.702 1.023 0.023 0.192
H -5.895 -0.143 1.331 0.194
H -7.772 -1.225 0.089 0.200
H -7.579 -0.057 -1.218 0.200
H -8.100 0.484 0.378 0.208

Record 6
71
Properties=species:S:1:pos:R:3:lowdin_charge:R:1 method="wB97M-V/def2-TZVPD" homo_ha=-0.2131 lumo_ev=-2.641 gap_ev=3.157 charge=0
C 3.172 -4.515 3.993 -0.127
C 2.094 -3.770 3.304 -0.591
C 0.860 -4.251 2.909 -0.136
C 0.095 -3.308 2.151 -0.121
C 0.716 -2.076 2.053 -0.398
B 0.346 -0.884 0.996 -1.000
C -0.473 -0.334 2.328 -0.159
C -1.840 -0.595 2.451 -0.053
C -2.624 0.035 3.421 -0.119
C -2.042 0.972 4.286 -0.722
Cl -3.019 1.872 5.376 0.637
C -0.669 1.231 4.195 -0.104
C 0.097 0.592 3.211 -0.062
O 1.525 -0.272 0.515 0.053
C 1.880 -1.077 -0.635 -0.434
C 2.584 -0.157 -1.616 -0.019
C 2.831 -2.184 -0.234 -0.043
C 0.453 -1.631 -1.141 -0.442
C -0.051 -0.805 -2.314 -0.025
C 0.433 -3.098 -1.551 -0.010
O -0.439 -1.440 -0.041 0.077
S 2.237 -2.089 2.891 1.087
H 3.024 -5.589 3.839 0.076
H 4.139 -4.220 3.570 0.069
H 3.190 -4.316 5.071 0.074
H 0.539 -5.268 3.140 0.102
H -0.882 -3.545 1.739 0.114
H -2.311 -1.304 1.766 0.123
H -3.693 -0.155 3.488 0.101
H -0.222 1.953 4.872 0.098
H 1.162 0.805 3.139 0.110
H 2.869 -0.694 -2.527 0.095
H 1.957 0.703 -1.868 0.055
H 3.494 0.239 -1.158 0.098
H 3.233 -2.678 -1.127 0.093
H 3.685 -1.764 0.304 0.089
H 2.345 -2.941 0.387 0.063
H 0.575 -0.988 -3.196 0.093
H -1.088 -1.078 -2.541 0.089
H -0.040 0.269 -2.071 0.059
H 1.118 -3.247 -2.399 0.091
H 0.713 -3.786 -0.741 0.087
H -0.577 -3.368 -1.887 0.092
C 2.221 3.799 -4.869 -0.039
O 2.581 3.721 -3.467 -0.043
C 1.566 3.623 -2.569 -0.222
C 1.915 3.325 -1.228 0.018
C 1.020 2.665 -0.432 0.027
C -0.333 2.412 -0.856 -0.173
C -1.210 1.613 -0.080 0.159
C -2.624 1.506 -0.376 -0.169
C -3.622 1.836 0.583 0.003
C -4.978 1.780 0.266 -0.060
C -5.395 1.349 -1.000 -0.061
C -4.436 1.016 -1.967 -0.061
C -3.079 1.112 -1.666 -0.036
C -0.699 2.959 -2.123 0.016
C 0.207 3.581 -2.952 0.010
H 3.159 4.034 -5.377 0.099
H 1.829 2.832 -5.220 0.108
H 1.475 4.586 -5.067 0.093
H 2.945 3.512 -0.924 0.137
H 1.328 2.317 0.549 0.135
H -0.878 1.368 0.920 0.114
H -3.305 2.176 1.573 0.122
H -5.728 2.057 1.015 0.115
H -6.458 1.246 -1.216 0.108
H -4.740 0.676 -2.963 0.112
H -2.341 0.901 -2.439 0.098
H -1.711 2.864 -2.516 0.117
H -0.106 3.891 -3.949 0.112

Record 7
47
Properties=species:S:1:pos:R:3:nbo_charge:R:1 method="wB97M-V/def2-TZVPD" homo_ha=-0.0111 lumo_ev=4.310 gap_ev=4.612 e_above_lowest_ev=3.095 charge=-2
Pt 0.875 -0.896 -1.107 0.538
S 3.037 -1.376 -0.483 -0.125
C 3.057 -1.051 1.263 -0.090
C 4.327 -1.144 1.835 -0.269
C 4.556 -0.940 3.184 -0.275
C 3.476 -0.624 3.998 -0.260
C 2.213 -0.527 3.446 -0.229
C 1.941 -0.737 2.081 -0.208
S 0.274 -0.598 1.560 -0.559
H 5.159 -1.384 1.181 0.195
H 5.560 -1.022 3.587 0.181
H 3.616 -0.452 5.061 0.180
H 1.367 -0.282 4.078 0.199
Te 2.126 1.440 -1.119 -0.055
C 0.786 3.107 -0.894 -0.283
C -0.045 3.190 0.228 -0.275
C -0.904 4.266 0.405 -0.224
C -0.940 5.301 -0.525 -0.268
C -0.107 5.242 -1.633 -0.254
C 0.739 4.153 -1.816 -0.223
H -0.025 2.379 0.949 0.259
H -1.546 4.300 1.279 0.199
H -1.608 6.143 -0.385 0.192
H -0.124 6.042 -2.367 0.193
H 1.367 4.103 -2.698 0.202
B 0.220 -5.632 -1.315 -0.557
C 0.433 -4.059 -1.265 0.371
N 0.572 -2.917 -1.217 -0.569
H 1.161 -6.159 -0.751 -0.018
H 0.167 -5.973 -2.483 -0.023
H -0.827 -5.887 -0.745 -0.024
C -3.633 -2.515 0.223 -0.412
N -2.987 -1.379 -0.406 -0.424
C -3.300 -0.114 -0.045 0.136
C -2.776 0.954 -0.689 -0.412
C -1.733 0.670 -1.625 0.495
N -1.289 -0.562 -1.839 -0.640
C -2.118 -1.614 -1.500 0.791
O -2.114 -2.694 -2.037 -0.584
N -1.158 1.682 -2.313 -0.776
H -4.707 -2.520 0.014 0.175
H -3.466 -2.481 1.300 0.207
H -3.185 -3.417 -0.184 0.267
H -3.994 -0.014 0.780 0.198
H -3.020 1.967 -0.414 0.227
H -1.168 2.593 -1.882 0.405
H -0.257 1.438 -2.715 0.424

Record 8
10
Properties=species:S:1:pos:R:3:nbo_charge:R:1 method="wB97M-V/def2-TZVPD" homo_ha=-0.3082 lumo_ev=-0.317 gap_ev=8.069 e_above_lowest_ev=1.672 charge=0
N -1.174 -1.524 -1.717 -0.241
N -0.029 -1.479 -1.314 -0.474
N 1.681 -0.600 0.453 -1.144
N -0.051 1.610 0.894 -1.117
P 1.154 -1.905 -0.191 1.152
H -1.929 -1.975 -1.085 0.270
H 1.292 0.332 0.356 0.411
H 0.188 2.570 0.581 0.369
H -0.721 1.177 0.137 0.385
H -0.413 1.794 1.887 0.389

| no. | molecular weight (g mol⁻¹) |
| --- | --- |
| 1 | 101.1 |
| 2 | 612.4 |
| 3 | 175.0 |
| 4 | 158.3 |
| 5 | 356.5 |
| 6 | 532.9 |
| 7 | 705.0 |
| 8 | 92.0 |